[1]
{"formula": "C2H3O3Si", "method": "ωB97M-V with the def2-TZVPD basis set", "homo_energy_ev": [-1.6, -5.8], "s_squared": 2.0123, "charge": -1, "orbital_gap_ev": [5.381, 9.512], "multiplicity": 3, "e_lumo_ev": [3.797, 3.760], "elements": ["C", "C", "O", "O", "O", "Si", "H", "H", "H"], "positions_angstrom": [[1.4003, 0.3127, 0.3007], [2.5112, -0.0293, -0.4238], [-0.1040, -0.0985, -0.2743], [1.4144, 1.2140, 1.1630], [3.4741, -0.7631, -0.5552], [-1.6859, -0.0512, -0.1353], [-2.5185, 1.0618, -0.6522], [-2.0107, -0.4241, 1.2760], [-2.4809, -1.2223, -0.6989]]}

***

[2]
{"formula": "C2H3O4", "method": "ωB97M-V with the def2-TZVPD basis set", "homo_energy_ev": [-7.9, -11.2], "s_squared": 3.7630, "orbital_gap_ev": [8.942, 10.393], "multiplicity": 4, "e_lumo_ev": [0.997, -0.824], "elements": ["O", "O", "C", "O", "C", "O", "H", "H", "H"], "positions_angstrom": [[1.1421, -2.5858, -1.2204], [2.3696, -2.5662, -1.2072], [0.4216, 0.1417, 0.7111], [-0.8147, 0.5222, 1.0288], [-1.4703, 1.2956, 0.0820], [-0.9280, 1.6083, -0.9714], [0.9469, -0.4556, 1.4345], [0.8212, 0.4671, -0.2426], [-2.4884, 1.5727, 0.3851]]}

***

[3]
{"formula": "C2H3OP", "method": "ωB97M-V with the def2-TZVPD basis set", "homo_energy_ev": -9.9, "orbital_gap_ev": 8.714, "multiplicity": 1, "e_lumo_ev": -1.222, "smiles": "C#C.O=P", "elements": ["C", "C", "O", "P", "H", "H", "H"], "positions_angstrom": [[-2.6196, 0.3880, -0.0823], [-1.4589, 0.0540, -0.0497], [3.0427, 0.5369, 0.5804], [2.2104, -0.1697, -0.3988], [-3.6025, 0.7428, 0.0978], [2.9308, -1.4573, -0.3047], [-0.5031, -0.0948, 0.1573]]}

***

[4]
{"formula": "C2H3OP", "method": "ωB97M-V with the def2-TZVPD basis set", "homo_energy_ev": [-4.9, -9.8], "s_squared": 2.0090, "orbital_gap_ev": [5.563, 7.177], "multiplicity": 3, "e_lumo_ev": [0.638, -2.609], "elements": ["C", "C", "O", "P", "H", "H", "H"], "positions_angstrom": [[-0.9119, 0.3583, -0.6166], [-0.7204, 0.6001, 0.6588], [1.2729, -1.0096, 0.2629], [0.9322, 0.5309, -0.2702], [-1.5851, 0.2854, -1.4561], [-1.0778, 0.5638, 1.6428], [2.0900, -1.3289, -0.2215]]}

***

[5]
{"formula": "C2H3OS3", "method": "ωB97M-V with the def2-TZVPD basis set", "homo_energy_ev": -4.0, "charge": -1, "orbital_gap_ev": 7.301, "multiplicity": 1, "e_lumo_ev": 3.351, "smiles": "O[C@H](S)C(=S)[S-]", "elements": ["C", "C", "O", "S", "S", "S", "H", "H", "H"], "positions_angstrom": [[0.1177, -0.1786, 0.3988], [-1.4166, -0.3715, 0.0902], [0.4337, 1.1625, 0.4326], [1.1428, -0.7385, -1.1069], [-2.1271, -1.5845, 1.0738], [-2.0605, 0.4409, -1.2586], [0.2557, -0.5060, 1.4374], [0.3567, -0.1070, -1.9843], [0.0825, 1.5811, -0.3534]]}

***

[6]
{"formula": "C2H3OSn", "method": "ωB97M-V with the def2-TZVPD basis set", "homo_energy_ev": [-6.5, -8.3], "s_squared": 0.7537, "orbital_gap_ev": [6.195, 7.938], "multiplicity": 2, "e_lumo_ev": [-0.321, -0.366], "elements": ["C", "C", "O", "Sn", "H", "H", "H"], "positions_angstrom": [[0.1361, 0.6758, -0.0063], [0.2875, -0.6171, 0.5318], [-0.5081, -1.5484, 0.2157], [-1.7164, 0.0121, -1.4053], [-0.4188, 1.4030, 0.6002], [0.8922, 0.9842, -0.7372], [1.3275, -0.9097, 0.8011]]}

***

The records above yield calculated total energy values of -593.153008, -378.762094, -494.468527, -494.373652, -1347.851475, -367.437523 Eh, respectively.